Entry 1:
Density functional theory data (wB97M-V/def2-TZVPD) for an isolated molecule of C5H11BrSi in a non-equilibrium geometry.

Atoms and positions in Å:
C: 2.713 -2.488 -0.231
C: 1.699 -1.655 0.259
C: 0.606 -0.700 -0.542
Si: -1.079 0.529 0.022
C: -1.380 1.763 -1.296
C: -1.003 1.293 1.805
Br: -2.866 -0.939 0.116
H: 2.795 -2.727 -1.225
H: 3.406 -2.819 0.528
H: 1.571 -1.571 1.342
H: 1.110 0.033 -1.227
H: 0.048 -1.193 -1.375
H: -0.556 2.519 -1.308
H: -1.550 1.198 -2.163
H: -2.314 2.403 -1.115
H: -1.087 2.387 1.792
H: -2.005 1.057 2.158
H: -0.107 0.909 2.460

- LUMO (eV) = 0.719
- total charge = 0
- relative energy (zero: lowest compared OMol25 entry of this formula, charge and spin) (kcal per mole) = 29.4
- gap between HOMO and LUMO (eV) = 10.197

=====

Entry 2:
Density functional theory data (wB97M-V/def2-TZVPD) for a structure of composition C39H69F2NNbS2 in a non-equilibrium geometry.

Atoms and positions in Å:
C: -0.101 5.304 2.673
C: 0.972 4.080 2.363
C: 2.487 4.639 1.976
C: 2.870 4.050 0.495
C: 3.996 2.859 0.487
C: 3.885 1.784 1.719
C: 2.817 0.548 1.452
C: 3.577 -0.592 0.513
N: 2.488 -1.482 -0.044
C: 1.943 -2.456 0.978
C: 0.321 -2.146 1.105
C: -0.445 -3.089 2.206
C: -1.304 -4.211 1.359
C: -2.945 -3.904 1.368
C: -3.338 -3.127 -0.043
C: -3.890 -4.176 -1.184
C: -5.193 -5.061 -0.724
C: 2.877 -2.147 -1.345
S: 4.419 -2.831 -1.638
S: 1.540 -2.150 -2.708
C: 1.613 -0.545 -3.685
C: 1.955 0.788 -2.792
C: 0.727 1.867 -2.658
Nb: -1.093 1.028 -1.507
C: -2.583 2.013 -2.974
C: -3.581 2.938 -2.019
C: -5.035 3.271 -2.722
C: -6.145 3.935 -1.714
C: -6.323 3.158 -0.275
C: -7.389 3.940 0.742
C: -6.535 4.713 1.910
H: -1.012 5.295 1.934
H: -0.554 5.225 3.774
H: 0.405 6.373 2.607
H: 1.004 3.425 3.360
H: 0.526 3.350 1.539
H: 3.254 4.386 2.826
H: 2.430 5.828 1.934
H: 3.348 4.962 -0.110
H: 1.880 3.780 -0.114
H: 5.115 3.255 0.396
H: 3.816 2.237 -0.515
H: 3.682 2.248 2.773
H: 4.955 1.260 1.797
H: 1.905 0.941 0.834
H: 2.451 0.043 2.448
H: 4.117 -0.008 -0.378
H: 4.337 -1.259 1.109
H: 2.074 -3.592 0.638
H: 2.436 -2.312 2.041
H: -0.119 -2.231 0.007
H: 0.204 -1.013 1.419
H: -1.218 -2.385 2.776
H: 0.334 -3.566 2.969
H: -0.997 -4.264 0.231
H: -1.095 -5.255 1.864
H: -3.284 -3.254 2.285
H: -3.452 -4.967 1.472
H: -2.371 -2.629 -0.475
H: -4.113 -2.239 0.132
H: -2.983 -4.857 -1.524
H: -4.219 -3.531 -2.108
H: -5.911 -4.369 -0.106
H: -4.819 -5.930 -0.003
H: -5.745 -5.596 -1.626
H: 2.461 -0.639 -4.519
H: 0.564 -0.398 -4.233
H: 2.839 1.348 -3.354
H: 2.338 0.566 -1.704
H: 0.430 2.294 -3.707
H: 1.092 2.800 -2.011
H: -1.073 -0.502 -2.484
H: 0.090 0.358 -0.294
H: -1.221 2.552 -0.505
H: -2.520 0.352 -0.586
H: -1.916 2.672 -3.702
H: -3.191 1.203 -3.561
H: -3.763 2.328 -1.018
H: -2.977 3.916 -1.775
H: -5.490 2.275 -3.193
H: -4.836 4.023 -3.597
H: -5.869 5.073 -1.585
H: -7.208 3.912 -2.255
H: -5.302 3.086 0.333
H: -6.769 2.085 -0.451
H: -8.030 3.103 1.291
H: -8.110 4.650 0.127
H: -7.327 5.236 2.621
H: -5.819 5.551 1.482
H: -5.933 3.876 2.508
F: 5.851 2.802 -2.496
C: 6.267 2.149 -3.589
C: 5.918 0.815 -3.764
C: 6.347 0.136 -4.905
C: 7.131 0.798 -5.854
C: 7.481 2.136 -5.666
C: 7.042 2.817 -4.531
H: 5.315 0.315 -3.013
H: 6.072 -0.905 -5.055
H: 7.469 0.267 -6.741
H: 8.095 2.648 -6.404
H: 7.297 3.860 -4.374
F: -0.149 -5.510 7.457
C: 0.267 -6.163 6.364
C: -0.082 -7.497 6.189
C: 0.347 -8.175 5.048
C: 1.131 -7.514 4.099
C: 1.481 -6.176 4.287
C: 1.042 -5.495 5.422
H: -0.685 -7.997 6.940
H: 0.072 -9.217 4.898
H: 1.469 -8.045 3.212
H: 2.095 -5.664 3.549
H: 1.297 -4.452 5.579

- LUMO (eV) = 1.441
- total charge = -1
- gap between HOMO and LUMO (eV) = 6.200

=====

Entry 3:
Density functional theory data (wB97M-V/def2-TZVPD) for an isolated molecule of CH3ClN2S in a non-equilibrium geometry.

Atoms and positions in Å:
N: 1.355 -0.107 0.019
N: 0.121 0.513 -0.115
C: -1.133 0.061 0.130
S: -2.343 1.213 0.108
Cl: -1.237 -1.676 0.087
H: 1.613 -0.551 0.874
H: 1.316 -0.879 -0.634
H: 0.308 1.426 -0.468

- LUMO (eV) = 0.004
- total charge = 0
- relative energy (zero: lowest compared OMol25 entry of this formula, charge and spin) (kcal per mole) = 23.9
- gap between HOMO and LUMO (eV) = 8.902

=====

Entry 4:
Density functional theory data (wB97M-V/def2-TZVPD) for the ion C4H7N3 with charge +2 in a non-equilibrium geometry.

Atoms and positions in Å:
C: -1.061 -0.856 -0.485
C: 0.501 -2.470 0.591
C: -1.146 0.520 -1.031
C: 0.320 2.156 -0.015
N: -0.613 -1.788 0.015
N: 0.034 0.927 -0.304
N: 0.799 -2.145 1.749
H: 0.869 -3.169 -0.100
H: -0.900 0.576 -2.070
H: -2.104 1.115 -0.843
H: 0.890 2.185 0.932
H: 1.291 2.313 -0.689
H: -0.404 3.000 -0.194
H: 1.523 -2.365 2.443

- LUMO (eV) = -13.302
- total charge = +2
- relative energy (zero: lowest compared OMol25 entry of this formula, charge and spin) (kcal per mole) = 109.2
- gap between HOMO and LUMO (eV) = 5.639

=====

Entry 5:
Density functional theory data (wB97M-V/def2-TZVPD) for the ion C36H33Si with charge +1 in a non-equilibrium geometry.

Atoms and positions in Å:
C: -3.202 -2.011 4.718
C: -2.922 -0.662 4.978
C: -1.880 0.003 4.321
C: -1.085 -0.683 3.396
Si: 0.210 0.216 2.384
C: 0.275 1.996 2.917
C: 1.423 2.487 3.550
C: 1.472 3.817 3.983
C: 0.393 4.680 3.757
C: -0.733 4.202 3.072
C: -0.791 2.869 2.637
C: 1.838 -0.592 2.776
C: 2.001 -1.220 4.020
C: 3.257 -1.706 4.404
C: 4.348 -1.607 3.529
C: 4.168 -1.035 2.260
C: 2.914 -0.541 1.878
C: -0.277 0.185 0.526
C: -1.456 -0.631 0.207
C: -2.817 -0.333 -0.091
C: -1.350 -2.038 3.136
C: -2.397 -2.691 3.797
H: -4.019 -2.528 5.240
H: -3.516 -0.118 5.711
H: -1.664 1.053 4.534
H: 2.264 1.810 3.721
H: 2.361 4.166 4.509
H: 0.436 5.714 4.111
H: -1.579 4.869 2.887
H: -1.675 2.509 2.100
H: 1.145 -1.309 4.695
H: 3.381 -2.140 5.402
H: 5.331 -1.977 3.837
H: 5.014 -0.951 1.575
H: 2.775 -0.097 0.890
H: -0.239 1.236 0.175
H: 0.619 -0.306 0.103
H: -1.296 -1.685 0.401
H: -3.445 -0.282 0.819
H: -2.961 0.549 -0.753
H: -0.738 -2.601 2.422
H: -2.591 -3.746 3.587
C: -4.006 -1.200 -1.202
C: -4.300 -2.437 -0.390
C: -3.264 -3.333 -0.179
C: -3.404 -4.353 0.752
C: -4.595 -4.505 1.469
C: -5.636 -3.595 1.251
C: -5.513 -2.578 0.296
C: -5.195 -0.698 -1.973
C: -5.107 0.111 -3.075
C: -6.242 0.807 -3.684
C: -6.052 1.532 -4.905
C: -7.097 2.294 -5.453
C: -8.333 2.390 -4.818
C: -8.519 1.707 -3.621
C: -7.515 0.928 -3.049
H: -3.209 -1.447 -1.977
H: -2.341 -3.245 -0.746
H: -2.598 -5.066 0.890
H: -4.718 -5.319 2.202
H: -6.576 -3.704 1.797
H: -6.361 -1.902 0.127
H: -6.179 -1.157 -1.716
H: -4.121 0.380 -3.507
H: -5.078 1.449 -5.414
H: -6.947 2.743 -6.436
H: -9.148 2.927 -5.303
H: -9.493 1.715 -3.168
H: -7.686 0.393 -2.111

- LUMO (eV) = -5.227
- total charge = +1
- relative energy (zero: lowest compared OMol25 entry of this formula, charge and spin) (kcal per mole) = 50.0
- gap between HOMO and LUMO (eV) = 5.549

=====

Entry 6:
Density functional theory data (wB97M-V/def2-TZVPD) for a structure of composition C37H21F15GeN4O2RuS3.

Atoms and positions in Å:
Ru: 0.217 0.119 1.627
S: 1.452 1.135 -0.068
C: 0.872 2.679 0.334
N: 1.601 3.756 0.372
C: 0.981 5.030 0.742
C: -0.364 5.137 0.074
N: -1.177 3.968 0.427
C: -2.646 4.125 0.468
C: -3.287 3.804 -0.858
C: -3.122 4.665 -1.940
C: -3.694 4.367 -3.166
C: -4.444 3.207 -3.317
C: -4.625 2.355 -2.240
C: -4.046 2.652 -1.013
C: -0.606 2.801 0.572
S: -1.482 1.401 0.911
C: 3.055 3.790 0.122
C: 3.349 4.482 -1.184
C: 2.973 3.882 -2.384
C: 3.214 4.525 -3.587
C: 3.833 5.770 -3.600
C: 4.211 6.368 -2.409
C: 3.967 5.725 -1.201
H: 1.625 5.837 0.399
H: 0.894 5.075 1.834
H: -0.254 5.202 -1.011
H: -0.880 6.027 0.426
H: -2.844 5.156 0.760
H: -3.030 3.475 1.253
H: -2.566 5.589 -1.824
H: -3.567 5.045 -4.000
H: -4.896 2.977 -4.273
H: -5.220 1.459 -2.351
H: -4.196 1.987 -0.170
H: 3.418 2.766 0.128
H: 3.508 4.325 0.957
H: 2.503 2.904 -2.377
H: 2.929 4.051 -4.517
H: 4.025 6.269 -4.540
H: 4.701 7.332 -2.416
H: 4.273 6.188 -0.270
N: -0.524 -0.504 3.542
N: -0.497 0.635 4.367
C: 0.236 1.747 3.999
O: 0.345 2.689 4.749
O: 0.737 1.671 2.790
H: -1.469 -0.858 3.489
H: 0.057 -1.251 3.934
H: -0.769 0.543 5.335
F: -1.201 -3.016 3.415
C: -0.890 -4.315 3.287
C: -0.437 -4.793 2.081
C: -0.156 -6.152 2.027
F: 0.238 -6.699 0.872
C: -0.299 -6.985 3.120
F: -0.025 -8.279 3.033
C: -0.743 -6.454 4.318
F: -0.884 -7.234 5.379
C: -1.043 -5.108 4.406
F: -1.472 -4.588 5.555
Ge: -0.154 -3.788 0.428
S: -0.230 -1.569 0.170
C: 1.685 -4.221 -0.054
C: 2.695 -3.664 0.711
F: 2.374 -2.877 1.763
C: 4.033 -3.882 0.456
F: 4.977 -3.324 1.211
C: 4.383 -4.700 -0.605
F: 5.662 -4.926 -0.870
C: 3.401 -5.288 -1.383
F: 3.747 -6.081 -2.391
C: 2.070 -5.045 -1.097
F: 1.154 -5.650 -1.857
C: -1.437 -4.395 -0.898
C: -1.232 -4.076 -2.233
F: -0.139 -3.395 -2.591
C: -2.111 -4.455 -3.225
F: -1.886 -4.141 -4.497
C: -3.243 -5.177 -2.884
F: -4.099 -5.548 -3.825
C: -3.484 -5.507 -1.563
F: -4.576 -6.193 -1.239
C: -2.583 -5.110 -0.592
F: -2.867 -5.439 0.677

- LUMO (spin up / spin down) (eV) = -4.256 / -4.377
- multiplicity = 2
- total charge = +1
- relative energy (zero: lowest compared OMol25 entry of this formula, charge and spin) (kcal per mole) = 0.0
- expectation value of S² = 0.762
- gap between HOMO and LUMO (spin up / spin down) (eV) = 7.170 / 7.043

=====

Entry 7:
Density functional theory data (wB97M-V/def2-TZVPD) for a cluster of 2 separate species, C2H5O2S2 in total in a non-equilibrium geometry.

Atoms and positions in Å:
C: 0.006 0.297 0.091
S: 1.582 1.237 0.376
S: 2.404 1.253 -1.539
H: -0.709 0.920 -0.424
H: 0.375 -0.543 -0.487
H: -0.352 -0.016 1.070
H: 2.038 0.008 -1.865
O: -2.671 -0.665 0.991
C: -3.234 -1.787 0.957
O: -2.763 -2.892 0.668
H: -4.324 -1.724 1.237

- LUMO (eV) = 2.753
- total charge = -1
- relative energy (zero: lowest compared OMol25 entry of this formula, charge and spin) (kcal per mole) = 18.4
- gap between HOMO and LUMO (eV) = 6.912

=====

Entry 8:
Density functional theory data (wB97M-V/def2-TZVPD) for a structure of composition C14H28N4ORuSe2Si2Te2 in a non-equilibrium geometry.

Atoms and positions in Å:
Ru: -0.329 0.931 -1.122
C: -2.370 -3.279 -1.254
Si: -2.342 -1.619 -0.399
C: -2.876 -1.746 1.398
C: -3.536 -0.468 -1.244
N: -0.692 -0.955 -0.459
C: 0.369 -1.481 0.154
C: 0.398 -2.696 0.898
C: 1.563 -3.139 1.450
C: 2.765 -2.404 1.299
C: 2.784 -1.241 0.584
C: 1.595 -0.748 -0.014
N: 1.501 0.348 -0.792
Si: 2.902 1.265 -1.409
C: 3.797 2.055 0.035
C: 3.974 0.075 -2.370
C: 2.334 2.632 -2.524
H: -3.403 -3.618 -1.368
H: -1.820 -4.057 -0.726
H: -1.941 -3.177 -2.254
H: -3.829 -2.277 1.464
H: -3.033 -0.738 1.792
H: -2.160 -2.257 2.041
H: -4.550 -0.791 -0.989
H: -3.427 -0.486 -2.328
H: -3.423 0.568 -0.921
H: -0.506 -3.275 1.012
H: 1.574 -4.066 2.008
H: 3.676 -2.772 1.751
H: 3.707 -0.691 0.472
H: 4.325 1.358 0.685
H: 3.076 2.605 0.645
H: 4.526 2.776 -0.343
H: 4.340 -0.758 -1.770
H: 4.837 0.594 -2.793
H: 3.392 -0.339 -3.198
H: 1.743 3.381 -1.997
H: 1.741 2.277 -3.366
H: 3.229 3.123 -2.921
Se: -1.236 3.238 -1.301
Te: -2.684 3.312 -3.376
Te: -0.909 2.054 -4.927
Se: -0.653 0.101 -3.334
C: -1.861 1.272 4.251
N: -0.892 1.223 3.178
C: -1.163 1.489 1.883
N: -2.414 1.887 1.564
O: -0.263 1.334 1.034
H: -1.381 0.936 5.167
H: -2.714 0.618 4.056
H: -2.219 2.290 4.421
H: 0.017 0.823 3.336
H: -3.034 2.214 2.283
H: -2.504 2.300 0.638

- LUMO (spin up / spin down) (eV) = -1.471 / -1.466
- total charge = 0
- relative energy (zero: lowest compared OMol25 entry of this formula, charge and spin) (kcal per mole) = 0.0
- gap between HOMO and LUMO (spin up / spin down) (eV) = 5.155 / 5.158

=====

Entry 9:
Density functional theory data (wB97M-V/def2-TZVPD) for a cluster of 2 separate species, C3H11N3O in total in a non-equilibrium geometry.

Atoms and positions in Å:
H: 1.310 -1.064 2.120
N: 1.085 -0.661 1.213
C: -0.149 -0.361 1.091
N: -1.171 -0.778 1.933
N: -0.639 -0.049 -0.199
C: -0.856 1.322 -0.544
C: 0.316 2.063 -1.238
H: -1.912 -1.258 1.454
H: -0.967 -1.290 2.775
H: -0.224 -0.655 -0.876
H: -1.732 1.471 -1.190
H: -1.209 1.894 0.315
H: 0.089 2.255 -2.284
H: 0.497 3.027 -0.764
H: 1.214 1.460 -1.132
O: 1.327 -2.498 -1.253
H: 1.922 -1.827 -0.922
H: 1.098 -3.048 -0.500

- LUMO (eV) = 0.721
- total charge = 0
- relative energy (zero: lowest compared OMol25 entry of this formula, charge and spin) (kcal per mole) = 29.3
- gap between HOMO and LUMO (eV) = 9.748

=====

Entry 10:
Density functional theory data (wB97M-V/def2-TZVPD) for a cluster of 9 separate species, C36H40B2N5O18 in total in a non-equilibrium geometry.

Atoms and positions in Å:
N: -5.662 -11.286 1.884
H: -5.077 -10.937 1.110
H: -6.514 -10.725 1.906
H: -5.010 -11.060 2.675
H: -5.878 -12.284 1.818
O: -4.249 -10.279 -0.237
C: -4.268 -10.440 -1.432
O: -3.246 -10.653 -2.189
B: -3.667 -10.738 -3.588
O: -5.139 -10.806 -3.516
C: -5.560 -10.582 -2.319
O: -6.679 -10.393 -1.904
O: -3.084 -11.861 -4.319
C: -2.351 -11.398 -5.308
O: -1.573 -12.066 -5.918
C: -2.406 -9.822 -5.289
O: -3.273 -9.527 -4.348
O: -1.783 -9.135 -6.040
O: -0.888 -14.374 -4.477
C: -1.594 -14.670 -3.559
O: -1.758 -13.962 -2.436
B: -2.877 -14.553 -1.636
O: -3.422 -15.594 -2.475
C: -2.768 -15.691 -3.623
O: -2.926 -16.469 -4.512
O: -3.923 -13.546 -1.320
C: -4.040 -13.410 -0.021
O: -4.854 -12.744 0.564
C: -3.033 -14.383 0.656
O: -2.465 -15.069 -0.312
O: -2.828 -14.529 1.828
C: -6.697 -15.651 6.250
C: -5.856 -15.568 4.999
C: -6.868 -15.055 3.932
O: -7.589 -14.089 4.655
C: -7.834 -14.632 5.973
H: -6.102 -15.268 7.084
H: -6.898 -16.681 6.546
H: -5.287 -16.447 4.696
H: -5.102 -14.800 5.186
H: -7.521 -15.811 3.490
H: -6.243 -14.562 3.189
H: -8.847 -15.047 5.954
H: -7.878 -13.775 6.645
C: -7.688 -5.535 1.634
C: -7.169 -6.715 0.825
C: -5.913 -7.189 1.532
O: -6.087 -6.703 2.887
C: -7.326 -6.041 3.004
H: -8.734 -5.276 1.463
H: -7.169 -4.655 1.241
H: -7.053 -6.407 -0.217
H: -7.893 -7.530 0.773
H: -4.981 -6.871 1.070
H: -5.987 -8.279 1.488
H: -7.245 -5.229 3.732
H: -8.187 -6.650 3.310
N: -3.635 -10.934 3.738
C: -3.006 -12.007 4.192
C: -2.012 -11.965 5.175
C: -1.444 -10.763 5.537
C: -2.143 -9.612 5.111
C: -3.200 -9.750 4.238
H: -3.291 -13.011 3.902
H: -1.542 -12.880 5.510
H: -0.596 -10.638 6.193
H: -1.848 -8.662 5.536
H: -3.751 -8.848 4.000
N: -6.954 -13.662 0.826
C: -8.150 -14.219 1.141
C: -8.854 -15.046 0.274
C: -8.331 -15.180 -1.004
C: -7.147 -14.608 -1.372
C: -6.493 -13.847 -0.417
H: -8.644 -14.052 2.090
H: -9.809 -15.463 0.556
H: -8.846 -15.788 -1.741
H: -6.671 -14.698 -2.339
H: -5.605 -13.262 -0.626
N: -6.525 -10.592 5.169
C: -6.080 -11.308 6.210
C: -5.388 -10.720 7.261
C: -5.364 -9.324 7.324
C: -5.914 -8.569 6.319
C: -6.433 -9.259 5.239
H: -6.287 -12.360 6.369
H: -5.150 -11.228 8.187
H: -4.844 -8.850 8.148
H: -5.879 -7.491 6.390
H: -6.698 -8.859 4.266
N: -8.524 -10.464 1.732
C: -9.445 -10.811 2.641
C: -10.801 -10.555 2.441
C: -11.191 -9.980 1.243
C: -10.246 -9.670 0.286
C: -8.917 -9.982 0.558
H: -9.135 -11.291 3.561
H: -11.502 -10.814 3.223
H: -12.228 -9.771 1.008
H: -10.538 -9.269 -0.674
H: -8.145 -9.750 -0.168

- LUMO (eV) = 1.845
- total charge = -1
- gap between HOMO and LUMO (eV) = 8.443

=====

Entry 11:
Density functional theory data (wB97M-V/def2-TZVPD) for a cluster of 2 separate species, INO in total in a non-equilibrium geometry.

Atoms and positions in Å:
N: -0.191 0.725 0.000
O: -1.361 -0.725 0.000
I: 1.552 0.001 0.000

- LUMO (spin up / spin down) (eV) = -3.262 / -3.262
- total charge = 0
- relative energy (zero: lowest compared OMol25 entry of this formula, charge and spin) (kcal per mole) = 127.6
- gap between HOMO and LUMO (spin up / spin down) (eV) = 6.915 / 6.930

=====

Which value of total charge does entry 9 give?
0